Record 1
Entry from the Open Molecules 2025 dataset: an isolated ion of composition C4H8N3 and charge +1 in a non-equilibrium geometry (ωB97M-V/def2-TZVPD).

Results
HOMO energy (spin up / spin down) ... -12.23 / -13.55 eV
Total charge ... +1

Each line ends with the Löwdin charge.
Element x y z (Å)
C1 0.74228 -0.23612 1.50590  -0.04
C2 1.23305 0.64444 0.36653  -0.11
C3 -1.67026 0.32375 0.05650  -0.26
C4 -0.69624 -0.09302 -1.10440  -0.06
N1 -1.50436 0.50196 1.24898  0.17
N2 0.61401 -1.26851 0.58567  0.08
N3 0.71757 -0.35936 -0.56042  -0.07
H1 1.09145 1.79057 0.14386  0.19
H2 2.30477 0.61815 0.37739  0.12
H3 0.34088 0.47973 2.21368  0.12
H4 -2.56139 0.86717 -0.39612  0.14
H5 -1.21293 -1.04132 -1.56252  0.17
H6 -0.70800 0.68334 -1.86172  0.12
H7 0.05944 -2.10494 0.39691  0.17
H8 1.24972 -0.80582 -1.41021  0.25

Record 2
Entry from the Open Molecules 2025 dataset: a 3-piece molecular cluster, C31H64BN3O11S overall in a non-equilibrium geometry (ωB97M-V/def2-TZVPD).

Results
HOMO energy ... -9.18 eV
Structure (SMILES) ... CCCN[C@]1(CCCCCCCCCCCCOC)[C@@H](B(C)O)[C@@](N)(CON=O)O[C@@H]1C[SH](=O)=O.CCOC(C)=O.CCOC(C)=O
Total charge ... 0

Each line ends with the Löwdin charge.
Element x y z (Å)
C1 2.15682 -4.36692 2.31890  -0.10
C2 1.98742 -3.05416 1.57292  -0.24
C3 1.99635 -3.29425 0.05678  -0.22
N1 3.35247 -3.35863 -0.48501  0.02
C4 4.00069 -2.09102 -0.85288  -0.32
C5 3.25974 -0.79179 -0.59148  -0.10
C6 4.09103 0.47629 -0.66723  -0.17
C7 3.40878 1.58532 0.17502  -0.18
C8 2.49848 2.45877 -0.70398  -0.20
C9 1.37243 3.16497 0.05736  -0.20
C10 0.17494 2.23224 0.30615  -0.18
C11 -0.62252 2.13027 -1.02519  -0.18
C12 -0.99578 0.71082 -1.52500  -0.17
C13 -2.50413 0.67955 -1.90501  -0.19
C14 -3.38243 -0.46295 -1.32042  -0.17
C15 -3.96078 -1.37517 -2.43080  -0.17
C16 -3.72215 -2.83390 -2.15993  -0.27
O1 -4.25972 -3.15406 -0.88698  -0.19
C17 -4.33063 -4.56037 -0.67629  -0.10
C18 5.33128 -2.05197 0.02943  -0.27
C19 5.67503 -3.23163 0.91782  -0.17
S1 6.35035 -4.68290 0.11959  0.67
O2 7.72007 -4.47259 -0.23159  -0.33
O3 6.16980 -5.76042 1.05250  -0.36
O4 6.40666 -1.61925 -0.78461  -0.03
C20 6.09916 -1.63445 -2.17218  -0.44
N2 7.03102 -2.60868 -2.77571  0.12
C21 6.35629 -0.23008 -2.71410  -0.09
O5 5.36352 0.23871 -3.62877  -0.10
N3 5.80638 1.34062 -4.33699  -0.03
O6 4.91411 1.89150 -4.84014  0.08
C22 4.72195 -2.28903 -2.20514  -0.07
B1 3.86825 -2.31401 -3.54116  -0.44
C23 2.31200 -2.51402 -3.59736  0.03
O7 4.57532 -2.19133 -4.73288  0.12
H1 3.15832 -4.76202 2.18090  0.06
H2 1.47263 -5.09788 1.93102  0.07
H3 1.95947 -4.24814 3.37648  0.07
H4 1.00135 -2.65143 1.78640  0.11
H5 2.72114 -2.30887 1.85596  0.09
H6 1.30951 -2.63602 -0.47247  0.10
H7 1.58387 -4.28862 -0.06922  0.11
H8 3.30615 -3.98931 -1.27310  0.11
H9 2.46697 -0.71599 -1.33140  0.11
H10 2.75270 -0.79332 0.36224  0.10
H11 5.09066 0.36452 -0.26949  0.10
H12 4.16634 0.88989 -1.66246  0.10
H13 2.91696 1.17167 1.04742  0.10
H14 4.20881 2.22651 0.52853  0.11
H15 3.15788 3.21067 -1.12766  0.11
H16 2.10361 1.90033 -1.54727  0.10
H17 1.02173 3.98073 -0.56537  0.11
H18 1.77832 3.57213 0.97737  0.11
H19 -0.47431 2.62384 1.07842  0.08
H20 0.49589 1.24629 0.61984  0.09
H21 0.03758 2.54011 -1.77842  0.09
H22 -1.50719 2.74770 -0.96750  0.10
H23 -0.42631 0.49958 -2.42466  0.10
H24 -0.76298 -0.04880 -0.79143  0.09
H25 -2.96094 1.61952 -1.62294  0.09
H26 -2.56622 0.61412 -2.98393  0.09
H27 -4.19095 0.01566 -0.78670  0.10
H28 -2.79312 -1.06374 -0.64068  0.10
H29 -3.49388 -1.14660 -3.38089  0.10
H30 -5.03492 -1.24632 -2.47908  0.11
H31 -4.25302 -3.42411 -2.90889  0.12
H32 -2.66514 -3.09262 -2.18803  0.12
H33 -3.78235 -5.08931 -1.44858  0.08
H34 -3.89098 -4.79806 0.27947  0.08
H35 -5.37454 -4.84556 -0.67642  0.08
H36 5.27406 -1.23724 0.75442  0.14
H37 4.87134 -3.51171 1.57218  0.08
H38 6.48889 -2.91250 1.55879  0.12
H39 5.55760 -4.97001 -0.94453  0.07
H40 7.27282 -2.34882 -3.72266  0.08
H41 7.86419 -2.64509 -2.20244  0.09
H42 6.41294 0.46033 -1.88738  0.12
H43 7.32518 -0.17930 -3.19239  0.13
H44 5.01228 -3.33948 -2.15264  0.12
H45 2.05687 -3.56779 -3.69330  0.08
H46 1.94952 -2.02245 -4.49450  0.07
H47 1.79607 -2.15295 -2.71756  0.04
H48 5.18104 -2.94798 -4.75924  0.11
O8 -2.40356 4.38222 1.64481  0.10
C24 -2.64347 3.96440 2.74618  -0.52
O9 -2.04507 2.82765 3.15931  -0.01
C25 -2.11516 2.35052 4.50348  -0.24
C26 -3.36731 1.53102 4.73883  -0.06
C27 -3.65998 4.62122 3.63882  0.02
H49 -2.01782 3.17293 5.21315  0.11
H50 -1.23536 1.72127 4.63190  0.12
H51 -4.26971 2.12693 4.59922  0.06
H52 -3.37337 1.12627 5.75160  0.08
H53 -3.41339 0.70409 4.02979  0.08
H54 -4.65963 4.24613 3.37171  0.06
H55 -3.61946 5.69521 3.46764  0.09
H56 -3.49215 4.46278 4.70146  0.08
O10 -6.35771 3.54897 3.52263  0.07
C28 -7.23588 3.98126 2.82082  -0.51
O11 -7.94450 5.03186 3.25154  0.01
C29 -8.87863 5.74440 2.43286  -0.23
C30 -10.24610 5.09432 2.44755  -0.06
C31 -7.60092 3.31428 1.51789  0.02
H57 -8.48908 5.87206 1.42258  0.11
H58 -8.94132 6.73883 2.86995  0.12
H59 -10.21728 4.08696 2.03228  0.07
H60 -10.95482 5.68542 1.86777  0.08
H61 -10.61235 5.01131 3.47042  0.08
H62 -8.28144 2.48947 1.72435  0.10
H63 -6.69130 2.91955 1.07187  0.09
H64 -8.05138 3.98159 0.78783  0.07

Record 3
Entry from the Open Molecules 2025 dataset: the molecule C3H8N2 in a non-equilibrium geometry (ωB97M-V/def2-TZVPD).

Results
HOMO energy ... -8.08 eV
Structure (SMILES) ... C=NN(C)C
Total charge ... 0

Each line ends with the Löwdin charge.
Element x y z (Å)
C1 -0.22457 -1.19008 -0.27022  -0.08
C2 1.70557 0.30102 0.38995  -0.09
C3 -1.78265 1.05914 -0.10134  -0.07
H1 0.60184 -1.88586 -0.43537  0.07
H2 -0.65997 -1.06407 -1.25561  0.07
H3 -0.96987 -1.58423 0.42192  0.08
H4 2.04174 0.24217 1.54727  0.11
H5 2.26037 -0.56365 -0.23895  0.10
H6 1.90678 1.32550 -0.13314  0.09
H7 -2.30346 0.09508 -0.30964  0.06
H8 -2.30790 1.98823 -0.05483  0.04
N1 0.25629 0.10158 0.24471  -0.33
N2 -0.52417 1.17518 0.19524  -0.04